Molecular formula: C40H60FeN2O2
Method: DFT, ωB97M-V/def2-TZVPD

Last column: Mulliken charge in e.
Cartesian coordinates (Å):
Fe: 0.1734 0.1534 -0.2868  1.106
C: 2.1789 0.9796 2.1318  -1.676
N: 1.8551 -0.2044 1.3349  1.168
C: 3.0238 -0.6266 0.5576  -1.049
C: 1.3768 -1.3073 2.1781  -1.093
C: -0.0600 -1.1062 2.6486  -1.438
N: -0.9747 -0.8685 1.5344  1.676
C: -2.0908 0.0158 1.9222  -1.484
C: -1.6986 1.3271 2.5369  -0.096
C: -2.1638 1.6553 3.7999  -0.231
C: -1.8975 2.8923 4.3672  -0.511
C: -1.1369 3.7712 3.6028  -0.304
C: -0.6453 3.5003 2.3305  0.268
C: -0.9243 2.2253 1.7656  -0.407
O: -0.5114 1.8411 0.5823  -0.183
C: 0.1810 4.6168 1.6667  2.351
C: 1.4766 4.8139 2.4716  -1.625
C: 0.5716 4.3592 0.2079  -1.904
C: -0.6212 5.9306 1.6787  -1.917
C: -2.3904 3.3132 5.7494  1.859
C: -3.2917 2.2529 6.3860  -2.131
C: -1.1836 3.5417 6.6729  -1.619
C: -3.2019 4.6140 5.6413  -1.614
C: -1.5681 -2.1123 1.0109  -2.019
C: -0.6132 -3.2008 0.6200  0.577
C: -0.6800 -4.4272 1.2596  -0.469
C: 0.1107 -5.4938 0.8581  -0.653
C: 0.9606 -5.2593 -0.2178  -0.228
C: 1.0738 -4.0500 -0.8967  0.258
C: 0.2720 -2.9622 -0.4586  -0.538
O: 0.3162 -1.7588 -0.9810  -0.210
C: 2.0937 -4.0115 -2.0490  2.244
C: 2.0761 -2.7305 -2.8900  -1.803
C: 1.8204 -5.1723 -3.0235  -1.939
C: 3.5072 -4.1752 -1.4654  -1.579
C: 0.0910 -6.8637 1.5316  1.950
C: -0.9858 -6.9550 2.6149  -2.121
C: -0.1965 -7.9595 0.4930  -1.645
C: 1.4592 -7.1273 2.1801  -1.591
H: 3.0168 0.7795 2.8131  0.355
H: 1.3121 1.2917 2.7133  0.461
H: 2.4534 1.8006 1.4691  0.403
H: 3.8787 -0.8713 1.2025  0.367
H: 3.3197 0.1796 -0.1157  0.304
H: 2.7655 -1.5034 -0.0368  0.032
H: 2.0203 -1.4242 3.0615  0.482
H: 1.4342 -2.2238 1.5917  0.305
H: -0.1098 -0.2436 3.3138  0.689
H: -0.3515 -1.9934 3.2260  0.320
H: -2.7517 -0.5132 2.6240  0.413
H: -2.6631 0.2085 1.0086  0.412
H: -2.7509 0.9210 4.3402  0.536
H: -0.9053 4.7378 4.0338  0.362
H: 2.0679 3.8956 2.4682  0.204
H: 1.2631 5.0757 3.5088  0.319
H: 2.0797 5.6140 2.0343  0.471
H: 1.1820 3.4653 0.1044  0.208
H: 1.1410 5.2163 -0.1626  0.551
H: -0.3170 4.2371 -0.4108  0.255
H: -0.7887 6.3034 2.6892  0.349
H: -1.5929 5.7858 1.2030  0.393
H: -0.0797 6.7033 1.1279  0.487
H: -2.7576 1.3126 6.5360  0.372
H: -4.1702 2.0633 5.7660  0.398
H: -3.6338 2.6048 7.3606  0.442
H: -0.5878 2.6300 6.7487  0.348
H: -1.5147 3.8249 7.6753  0.457
H: -0.5403 4.3351 6.2893  0.307
H: -4.0523 4.4752 4.9711  0.361
H: -2.5984 5.4363 5.2560  0.302
H: -3.5801 4.9062 6.6240  0.466
H: -2.1517 -1.8272 0.1286  0.436
H: -2.2653 -2.5200 1.7575  0.400
H: -1.3757 -4.5408 2.0835  0.554
H: 1.5852 -6.0801 -0.5486  0.337
H: 1.1125 -2.6180 -3.3870  0.267
H: 2.8575 -2.7978 -3.6519  0.506
H: 2.2519 -1.8421 -2.2895  0.257
H: 0.7834 -5.1449 -3.3625  0.390
H: 2.0081 -6.1463 -2.5713  0.374
H: 2.4700 -5.0836 -3.8973  0.487
H: 3.7441 -3.3442 -0.7969  0.190
H: 4.2500 -4.1935 -2.2673  0.476
H: 3.5955 -5.1018 -0.8968  0.314
H: -1.9780 -6.7839 2.1927  0.401
H: -0.8135 -6.2289 3.4119  0.365
H: -0.9724 -7.9516 3.0591  0.440
H: -1.1572 -7.7783 0.0071  0.360
H: -0.2319 -8.9388 0.9764  0.467
H: 0.5709 -7.9956 -0.2805  0.307
H: 1.6917 -6.3458 2.9062  0.334
H: 2.2515 -7.1365 1.4299  0.308
H: 1.4625 -8.0920 2.6939  0.455
C: 0.0790 1.1882 -3.1403  -0.931
C: -0.4377 -0.0886 -3.3339  -0.264
C: -1.6840 -0.4185 -2.8198  -0.164
C: -2.4225 0.5316 -2.1256  -0.412
C: -1.9166 1.8137 -1.9497  -0.192
C: -0.6659 2.1437 -2.4550  -0.410
H: 1.0418 1.4521 -3.5606  0.425
H: 0.1333 -0.8227 -3.8844  0.469
H: -2.0753 -1.4176 -2.9591  0.326
H: -3.3992 0.2796 -1.7321  0.388
H: -2.4935 2.5542 -1.4120  0.317
H: -0.2748 3.1436 -2.3251  0.515

Forces on atoms 1 to 2 (eV/Å):
-0.93 -0.81 1.57
-0.09 0.03 -0.04

The net charge is 0. As for the HOMO-LUMO gap (spin up / spin down): 7.8 / 7.8 eV. The value obtained for the total energy is -3083.95017 Eh. Its spin multiplicity is 5.